1.
# C4H10O2

A 2-piece molecular cluster, C4H10O2 overall (ωB97M-V/def2-TZVPD, OMol25).

Geometry (Å):
O1 1.48 0.46 0.30
O2 -2.42 -1.11 0.02
C1 2.08 0.67 -0.97
C2 -1.03 0.90 0.38
C3 -1.35 -0.53 0.74
C4 0.01 -0.95 0.30
H1 -1.50 -0.66 1.82
H2 -2.54 -2.03 0.29
H3 -1.34 1.65 1.10
H4 2.73 1.56 -0.97
H5 1.31 0.82 -1.75
H6 0.47 0.96 0.38
H7 0.08 -1.18 -0.76
H8 -1.38 1.11 -0.64
H9 2.70 -0.20 -1.22
H10 0.70 -1.46 0.97

The calculation puts the HOMO energy at -8.0 eV. The HOMO-LUMO gap comes out at 0.2988 hartree.


2.
# C4H10O2

A single C4H10O2 molecule (ωB97M-V/def2-TZVPD, OMol25).

Geometry (Å):
O1 -1.01 -0.89 1.22
O2 1.09 -1.04 -0.47
C1 0.01 -0.18 -0.82
C2 -2.10 0.88 0.09
C3 2.36 -0.44 -0.34
C4 -0.76 0.25 0.43
H1 -2.67 1.06 1.00
H2 0.36 0.69 -1.39
H3 2.54 0.28 -1.16
H4 2.50 0.08 0.62
H5 -0.20 -1.42 1.18
H6 3.11 -1.23 -0.42
H7 -0.14 0.98 1.00
H8 -1.97 1.83 -0.44
H9 -0.66 -0.78 -1.45
H10 -2.68 0.21 -0.55

As for the SMILES: COC[C@@H](C)O. The calculation puts the HOMO energy at -9.8 eV. The HOMO-LUMO gap comes out at 0.3961 hartree.


3.
# C4H10O2

A single C4H10O2 molecule (ωB97M-V/def2-TZVPD, OMol25).

Geometry (Å):
O1 -0.53 -1.31 0.69
O2 2.11 -0.93 0.19
C1 -2.11 0.39 0.24
C2 -0.64 0.06 0.38
C3 1.69 0.19 -0.60
C4 0.18 0.36 -0.86
H1 -2.56 -0.23 -0.54
H2 -0.18 -0.27 -1.69
H3 -2.26 1.44 -0.01
H4 -2.61 0.17 1.18
H5 -0.21 0.68 1.19
H6 2.07 0.16 -1.62
H7 0.43 -1.48 0.77
H8 2.07 1.06 -0.05
H9 2.56 -1.60 -0.35
H10 0.05 1.40 -1.20

As for the SMILES: C[C@@H](O)CCO. The calculation puts the HOMO energy at -9.8 eV. The HOMO-LUMO gap comes out at 0.3886 hartree.


4.
# C4H10O2

A 2-piece molecular cluster, C4H10O2 overall (ωB97M-V/def2-TZVPD, OMol25).

Geometry (Å):
O1 -0.10 -0.48 -1.29
O2 -0.55 -0.43 2.00
C1 -1.11 0.78 1.52
C2 -1.08 -1.36 -1.07
C3 1.86 0.84 -1.00
C4 0.98 -0.30 -0.63
H1 -0.33 1.54 1.59
H2 -1.45 0.68 0.48
H3 -1.16 -1.14 1.73
H4 -1.73 -1.46 -1.93
H5 -1.96 1.10 2.14
H6 1.38 1.45 -1.76
H7 2.08 1.47 -0.13
H8 -0.80 -2.24 -0.49
H9 1.15 -0.94 0.23
H10 2.82 0.49 -1.40

The calculation puts the HOMO energy (alpha / beta) at -7.0 / -7.5 eV. The HOMO-LUMO gap (alpha / beta) comes out at 0.2814 / 0.3109 hartree.


5.
# C4H10O2

A 2-piece molecular cluster, C4H10O2 overall at a distorted geometry (ωB97M-V/def2-TZVPD, OMol25).

Geometry (Å):
O1 -1.17 -0.66 1.58
O2 1.39 -0.35 0.39
C1 0.29 0.41 0.04
C2 -1.03 0.05 0.61
C3 2.52 -0.31 -0.47
C4 -2.17 0.72 -0.12
H1 -0.79 -1.87 0.06
H2 -2.96 0.98 0.58
H3 -2.53 -0.06 -0.80
H4 0.02 1.27 0.83
H5 2.44 -1.07 -1.27
H6 2.68 0.67 -0.94
H7 -1.89 1.60 -0.73
H8 3.38 -0.55 0.15
H9 0.32 0.75 -1.01
H10 -0.57 -1.82 -0.65

As for the SMILES: COCC(C)=O.[H][H]. The calculation puts the HOMO energy at -9.3 eV. The HOMO-LUMO gap comes out at 0.3739 hartree.


6.
# C4H10O2

A single C4H10O2 molecule (ωB97M-V/def2-TZVPD, OMol25).

Geometry (Å):
O1 -0.09 -0.42 1.57
O2 2.11 0.35 0.31
C1 -0.24 -0.07 0.20
C2 -1.30 -1.00 -0.37
C3 1.12 -0.30 -0.48
C4 -0.67 1.39 0.07
H1 1.31 -1.38 -0.54
H2 1.12 0.11 -1.50
H3 -1.54 1.57 0.70
H4 -0.93 1.64 -0.97
H5 -0.98 -2.05 -0.29
H6 -1.51 -0.77 -1.42
H7 0.75 -0.03 1.83
H8 -2.23 -0.89 0.20
H9 2.90 -0.20 0.31
H10 0.14 2.06 0.39

As for the SMILES: CC(C)(O)CO. The calculation puts the HOMO energy at -10.1 eV. The HOMO-LUMO gap comes out at 0.3972 hartree.


7.
# C4H10O2

A 2-piece molecular cluster, C4H10O2 overall (ωB97M-V/def2-TZVPD, OMol25).

Geometry (Å):
O1 0.49 1.14 -1.18
O2 -0.89 1.51 1.38
C1 -0.29 -0.75 1.02
C2 1.59 0.36 -1.60
C3 -0.19 -1.74 0.14
C4 -1.42 0.24 1.04
H1 0.62 1.41 -0.26
H2 1.87 -0.41 -0.87
H3 0.46 -0.60 1.79
H4 0.64 -2.44 0.16
H5 -1.92 0.26 0.06
H6 -1.63 2.12 1.52
H7 2.47 0.97 -1.86
H8 -2.15 -0.08 1.80
H9 -0.92 -1.85 -0.66
H10 1.26 -0.16 -2.50

As for the SMILES: C=CCO.CO. The calculation puts the HOMO energy at -9.7 eV. The HOMO-LUMO gap comes out at 0.3886 hartree.


8.
# C4H10O2

A single C4H10O2 molecule at a distorted geometry (ωB97M-V/def2-TZVPD, OMol25).

Geometry (Å):
O1 -1.93 0.47 -1.10
O2 0.22 -1.71 -1.28
C1 0.77 -0.31 -1.06
C2 -1.23 0.86 0.07
C3 0.07 0.07 0.24
C4 0.87 0.44 1.49
H1 1.86 -0.30 -1.00
H2 -1.11 1.95 -0.01
H3 1.79 -0.14 1.54
H4 1.13 1.50 1.58
H5 0.80 -2.44 -0.99
H6 -0.21 -1.01 0.27
H7 -1.84 0.68 0.98
H8 0.27 0.19 2.37
H9 0.42 0.23 -1.95
H10 -1.89 -0.49 -1.14

As for the SMILES: CC(CO)CO. The calculation puts the HOMO energy at -10.1 eV. The HOMO-LUMO gap comes out at 0.4025 hartree.